# C5H11NO

An isolated molecule of C5H11NO at a distorted geometry (ωB97M-V/def2-TZVPD, OMol25).

* SMILES: CCC(=O)N(C)C
* relative energy (zero: lowest compared OMol25 entry of this formula, charge and spin): 180.3 kJ/mol
* LUMO level: 0.0342 hartree
* F_max: 4.9 eV/Å

The geometry in ORCA input format:
```
! wB97M-V def2-TZVPD RIJCOSX def2/J DEFGRID3
* xyz 0 1
C 0.870 -1.915 1.410
C -0.005 -1.689 0.094
C -0.741 -0.323 0.106
O -1.598 -0.177 0.940
N -0.331 0.930 -0.355
C 0.769 1.018 -1.327
C -1.092 2.124 -0.145
H 0.943 -2.978 1.554
H 1.792 -1.319 1.358
H 0.290 -1.586 2.358
H -0.785 -2.505 -0.005
H 0.660 -1.893 -0.780
H 1.095 0.103 -1.698
H 0.510 1.451 -2.280
H 1.627 1.529 -0.980
H -1.309 2.275 0.857
H -2.072 1.895 -0.489
H -0.623 3.059 -0.617
*
```

***

# C5H11NO

A structure of composition C5H11NO at a distorted geometry (ωB97M-V/def2-TZVPD, OMol25).

* relative energy (zero: lowest compared OMol25 entry of this formula, charge and spin): 361.7 kJ/mol
* LUMO level: 0.0293 hartree
* F_max: 3.2 eV/Å

The geometry in ORCA input format:
```
! wB97M-V def2-TZVPD RIJCOSX def2/J DEFGRID3
* xyz 0 1
C -1.694 0.251 2.184
N -1.018 0.055 0.886
C 0.262 -0.278 0.929
O 1.080 -0.488 1.827
C 0.780 -0.403 -0.494
C -0.549 -0.101 -1.828
C 1.857 0.606 -0.810
H -2.549 -0.422 2.307
H -2.055 1.278 2.306
H -0.994 0.049 3.016
H -0.976 0.019 -0.458
H 1.072 -1.441 -0.687
H -0.588 0.939 -2.184
H -1.544 -0.565 -2.041
H 0.129 -0.665 -2.449
H 2.286 0.445 -1.801
H 1.450 1.620 -0.734
H 2.647 0.508 -0.056
*
```

***

# C5H11NO

A structure of composition C5H11NO at a distorted geometry (ωB97M-V/def2-TZVPD, OMol25).

* relative energy (zero: lowest compared OMol25 entry of this formula, charge and spin): 548.7 kJ/mol
* LUMO level (spin up / spin down): -0.0265 / -0.0374 hartree
* F_max: 4.3 eV/Å

The geometry in ORCA input format:
```
! wB97M-V def2-TZVPD RIJCOSX def2/J DEFGRID3
* xyz 0 1
C -0.659 0.384 -1.175
C -0.710 -1.676 0.880
C 0.334 1.283 -1.888
C 1.255 -0.011 0.849
C -0.263 0.015 0.671
O -0.671 -0.887 -1.469
N -1.056 0.736 1.419
H -1.645 0.865 -1.097
H -0.773 0.697 2.402
H -1.767 -1.783 0.660
H -0.095 -2.361 0.307
H -0.499 -1.781 1.945
H 0.444 2.223 -1.342
H 1.307 0.797 -1.972
H -0.051 1.518 -2.881
H 1.511 -0.331 1.860
H 1.707 -0.690 0.128
H 1.633 1.002 0.703
*
```

***

# C5H11NO

An isolated molecule of C5H11NO at a distorted geometry (ωB97M-V/def2-TZVPD, OMol25).

* SMILES: CCN(C=O)CC
* relative energy (zero: lowest compared OMol25 entry of this formula, charge and spin): 162.3 kJ/mol
* LUMO level: 0.0292 hartree
* F_max: 4.3 eV/Å

The geometry in ORCA input format:
```
! wB97M-V def2-TZVPD RIJCOSX def2/J DEFGRID3
* xyz 0 1
C 0.765 -1.991 -1.216
C -0.102 -1.041 -0.428
N 0.323 0.163 0.271
C 1.619 0.540 0.112
O 2.196 1.441 0.820
C -0.585 0.757 1.231
C -1.452 1.872 0.544
H 1.455 -2.492 -0.511
H 1.405 -1.514 -2.094
H 0.126 -2.712 -1.752
H -0.631 -1.670 0.298
H -0.863 -0.721 -1.085
H 2.075 0.073 -0.809
H -0.029 1.182 2.102
H -1.128 -0.060 1.646
H -2.017 1.323 -0.141
H -0.938 2.575 -0.174
H -2.218 2.274 1.185
*
```

***

# C5H11NO

An isolated molecule of C5H11NO at a distorted geometry (ωB97M-V/def2-TZVPD, OMol25).

* relative energy (zero: lowest compared OMol25 entry of this formula, charge and spin): 717.5 kJ/mol
* LUMO level (spin up / spin down): -0.0056 / -0.0235 hartree
* F_max: 6.1 eV/Å

The geometry in ORCA input format:
```
! wB97M-V def2-TZVPD RIJCOSX def2/J DEFGRID3
* xyz 0 1
C 3.117 -0.586 -0.961
C -0.739 -1.395 0.317
C -1.188 0.875 1.401
C -0.909 0.878 -1.079
C -0.476 0.156 0.233
N 0.865 0.346 0.661
O 1.876 -0.368 -0.489
H 3.124 -0.817 -1.998
H 4.003 -0.260 -0.437
H -0.609 -1.827 1.374
H -1.743 -1.603 0.057
H 0.101 -1.839 -0.394
H -2.146 0.371 1.746
H -1.437 1.887 1.153
H -0.675 0.921 2.343
H -0.218 0.773 -1.851
H -1.831 0.522 -1.360
H -1.117 1.968 -0.718
*
```

***

# C5H11NO

An isolated molecule of C5H11NO (ωB97M-V/def2-TZVPD, OMol25).

* SMILES: CC(C)N(C)C=O
* relative energy (zero: lowest compared OMol25 entry of this formula, charge and spin): 45.9 kJ/mol
* LUMO level: 0.0320 hartree
* F_max: 0.6 eV/Å

The geometry in ORCA input format:
```
! wB97M-V def2-TZVPD RIJCOSX def2/J DEFGRID3
* xyz 0 1
C -0.951 -1.434 -0.576
C -0.636 0.051 -0.437
C -1.502 0.763 0.596
N 0.781 0.310 -0.146
C 1.530 -0.504 0.785
C 1.379 1.384 -0.721
O 0.879 2.123 -1.546
H -0.836 -1.973 0.371
H -1.992 -1.554 -0.899
H -0.306 -1.897 -1.329
H -0.810 0.536 -1.399
H -1.180 1.797 0.646
H -2.554 0.721 0.296
H -1.422 0.275 1.579
H 1.051 -0.544 1.768
H 1.657 -1.513 0.385
H 2.528 -0.067 0.914
H 2.405 1.509 -0.326
*
```

***

# C5H11NO

A cluster of 2 separate species, C5H11NO in total (ωB97M-V/def2-TZVPD, OMol25).

* SMILES: C/C=C/C.NC=O
* relative energy (zero: lowest compared OMol25 entry of this formula, charge and spin): 101.9 kJ/mol
* LUMO level: 0.0335 hartree
* F_max: 0.5 eV/Å

The geometry in ORCA input format:
```
! wB97M-V def2-TZVPD RIJCOSX def2/J DEFGRID3
* xyz 0 1
C -0.080 -0.352 -1.959
C -0.928 0.732 -1.372
C -0.521 1.810 -0.724
C -1.451 2.825 -0.140
H -0.416 -1.325 -1.600
H -0.162 -0.347 -3.049
H 0.968 -0.257 -1.688
H -1.997 0.568 -1.484
H 0.543 2.016 -0.649
H -2.493 2.500 -0.199
H -1.389 3.780 -0.669
H -1.236 3.055 0.906
N 0.322 -2.182 2.094
C 1.233 -1.335 1.557
O 1.650 -1.423 0.424
H -0.054 -2.020 3.009
H -0.112 -2.831 1.458
H 1.579 -0.548 2.246
*
```

***

# C5H11NO

A cluster of 2 separate species, C5H11NO in total (ωB97M-V/def2-TZVPD, OMol25).

* relative energy (zero: lowest compared OMol25 entry of this formula, charge and spin): 306.4 kJ/mol
* LUMO level: 0.0231 hartree
* F_max: 0.3 eV/Å

The geometry in ORCA input format:
```
! wB97M-V def2-TZVPD RIJCOSX def2/J DEFGRID3
* xyz 0 1
C 1.889 -0.279 0.892
C 1.428 -1.260 -0.181
C -0.019 -1.631 -0.108
N -1.240 -0.075 0.788
C -1.291 0.500 -0.374
O -0.673 -0.083 -1.314
C -2.024 1.787 -0.672
H 2.973 -0.130 0.836
H 1.397 0.688 0.762
H 1.644 -0.646 1.894
H 1.671 -0.887 -1.178
H 1.963 -2.216 -0.045
H -0.420 -2.175 -0.956
H -0.314 -2.071 0.837
H -1.703 0.374 1.573
H -1.327 2.509 -1.105
H -2.485 2.221 0.219
H -2.800 1.592 -1.418
*
```

***

# C5H11NO

A cluster of 2 separate species, C5H11NO in total (ωB97M-V/def2-TZVPD, OMol25).

* SMILES: CCN1C[C@H]1C=O.[H][H]
* relative energy (zero: lowest compared OMol25 entry of this formula, charge and spin): 314.9 kJ/mol
* LUMO level: 0.0325 hartree
* F_max: 0.6 eV/Å

The geometry in ORCA input format:
```
! wB97M-V def2-TZVPD RIJCOSX def2/J DEFGRID3
* xyz 0 1
C 1.375 0.439 1.755
C 0.002 -0.182 1.555
N -0.460 0.116 0.206
C -1.371 -0.791 -0.426
C 0.076 -0.757 -0.821
C 0.639 -0.139 -2.063
O 0.354 0.945 -2.506
H 1.747 0.268 2.769
H 1.328 1.516 1.569
H 2.096 0.008 1.050
H 0.041 -1.273 1.736
H -0.722 0.239 2.262
H -1.683 -1.682 0.125
H -2.133 -0.341 -1.059
H 0.650 -1.623 -0.480
H 1.404 -0.766 -2.567
H -2.028 1.992 -1.810
H -1.405 1.944 -1.405
*
```

***

# C5H11NO

A cluster of 2 separate species, C5H11NO in total (ωB97M-V/def2-TZVPD, OMol25).

* SMILES: CC(C)=O.C=NC
* relative energy (zero: lowest compared OMol25 entry of this formula, charge and spin): 187.3 kJ/mol
* LUMO level: 0.0339 hartree
* F_max: 0.6 eV/Å

The geometry in ORCA input format:
```
! wB97M-V def2-TZVPD RIJCOSX def2/J DEFGRID3
* xyz 0 1
C 1.373 1.058 -0.715
C -0.134 1.134 -0.958
C -0.704 0.009 -1.792
O -0.797 2.095 -0.638
H 1.710 1.757 0.049
H 1.876 1.354 -1.638
H 1.736 0.054 -0.480
H -0.735 0.353 -2.827
H -1.729 -0.228 -1.510
H -0.089 -0.892 -1.765
C 0.053 0.376 1.880
N -0.805 -0.292 1.233
C -0.671 -1.740 1.208
H -0.030 1.469 1.916
H 0.873 -0.084 2.451
H -0.956 -2.213 2.155
H -1.326 -2.159 0.439
H 0.358 -2.053 0.992
*
```

***

# C5H11NO

A cluster of 2 separate species, C5H11NO in total at a distorted geometry (ωB97M-V/def2-TZVPD, OMol25).

* SMILES: CNC(C)=O.C=C
* relative energy (zero: lowest compared OMol25 entry of this formula, charge and spin): 333.3 kJ/mol
* LUMO level: 0.0303 hartree
* F_max: 5.0 eV/Å

The geometry in ORCA input format:
```
! wB97M-V def2-TZVPD RIJCOSX def2/J DEFGRID3
* xyz 0 1
C -0.419 2.267 -2.905
N 0.561 1.499 -1.942
C 0.122 0.972 -0.800
C 1.222 0.748 0.327
O -1.045 0.815 -0.513
H -1.231 1.747 -2.334
H -0.578 3.355 -2.657
H -0.062 1.955 -3.927
H 1.638 1.681 -2.015
H 2.148 1.300 0.202
H 1.335 -0.267 0.672
H 0.718 1.468 1.137
C -0.787 -3.447 3.299
C 0.182 -3.114 2.506
H -0.765 -3.775 4.428
H -1.873 -3.500 3.121
H 1.086 -2.658 3.052
H 0.105 -2.875 1.464
*
```

***

# C5H11NO

A cluster of 2 separate species, C5H11NO in total (ωB97M-V/def2-TZVPD, OMol25).

* SMILES: C=C/C(N)=C/C.O
* relative energy (zero: lowest compared OMol25 entry of this formula, charge and spin): 163.1 kJ/mol
* LUMO level: 0.0323 hartree
* F_max: 0.8 eV/Å

The geometry in ORCA input format:
```
! wB97M-V def2-TZVPD RIJCOSX def2/J DEFGRID3
* xyz 0 1
C -2.376 1.685 0.593
C -1.088 1.415 0.429
C -0.480 0.065 0.429
N -1.354 -0.981 0.253
C 0.821 -0.057 0.701
C 1.578 -1.334 0.913
H -3.207 0.996 0.725
H -2.689 2.724 0.603
H -0.394 2.242 0.305
H -0.994 -1.914 0.179
H -2.208 -0.795 -0.257
H 1.379 0.855 0.855
H 2.288 -1.601 0.128
H 0.946 -2.213 1.031
H 2.154 -1.243 1.832
O 2.088 -0.221 -2.522
H 1.676 -0.500 -1.696
H 3.006 -0.068 -2.277
*
```

***

# C5H11NO

An isolated molecule of C5H11NO at a distorted geometry (ωB97M-V/def2-TZVPD, OMol25).

* SMILES: COC1CN(C)C1
* relative energy (zero: lowest compared OMol25 entry of this formula, charge and spin): 353.8 kJ/mol
* LUMO level: 0.0406 hartree
* F_max: 3.6 eV/Å

The geometry in ORCA input format:
```
! wB97M-V def2-TZVPD RIJCOSX def2/J DEFGRID3
* xyz 0 1
C 2.633 0.684 -0.004
O 1.452 0.957 -0.677
C 0.685 -0.182 -0.594
C -0.050 -0.501 0.731
N -1.294 -0.699 -0.020
C -2.510 -0.191 0.572
C -0.750 -0.009 -1.199
H 2.475 0.595 1.084
H 3.299 1.545 -0.213
H 2.853 -0.483 -0.365
H 1.578 -1.056 -0.791
H 0.314 -1.391 1.252
H -0.087 0.351 1.436
H -2.445 0.881 0.846
H -2.744 -0.760 1.479
H -3.349 -0.316 -0.122
H -1.092 1.051 -1.253
H -0.968 -0.475 -2.163
*
```

***

no.,energy (hartree)
1,-327.0627
2,-326.9936
3,-326.9223
4,-327.0695
5,-326.8581
6,-327.1139
7,-327.0925
8,-327.0146
9,-327.0114
10,-327.0600
11,-327.0044
12,-327.0692
13,-326.9966